# C5H10O

C5H10O in the gas phase at a distorted geometry (the ωB97M-V functional and the def2-TZVPD basis, the Open Molecules 2025 dataset).

Atoms and positions in Å:
O1 1.9439 0.0610 0.8518
C1 1.0853 -0.1829 -0.2595
C2 0.2315 1.0774 -0.5502
C3 -1.2248 0.7055 -0.1808
C4 -1.1437 -0.5831 0.6787
C5 0.1067 -1.2857 0.0978
H1 2.5341 0.7699 0.5616
H2 1.6953 -0.6246 -1.0605
H3 0.5799 1.8897 0.1019
H4 0.3166 1.4333 -1.5813
H5 -1.8004 0.5213 -1.0966
H6 -1.7378 1.5216 0.3433
H7 -1.0629 -0.3261 1.7408
H8 -2.0646 -1.1686 0.5607
H9 0.7484 -2.0114 0.6123
H10 -0.2075 -1.7974 -0.8199

The HOMO-LUMO gap comes out at 11.1 eV. The energy above the lowest of the compared OMol25 structures with the same formula, charge and spin is 9.50 kcal per mole. As for the spin multiplicity: 1. Its total energy is -271.7375 Eh. Its charge is 0.

natural (NBO) atomic charge list, values in e, 5 entries:
1. O -0.7242
2. C 0.0874
3. C -0.4415
4. C -0.4001
5. C -0.4075